Record 1
{
  "formula": "C6H13NO",
  "method": "ωB97M-V/def2-TZVPD",
  "relative_energy_ev": 5.650,
  "homo_lumo_gap_ev": [8.1, 6.5],
  "e_homo_ev": [-7.130, -6.194],
  "max_force_ev_per_a": 1.6,
  "symbols": ["C", "C", "C", "C", "C", "C", "N", "O", "H", "H", "H", "H", "H", "H", "H", "H", "H", "H", "H", "H", "H"],
  "positions_angstrom": [[0.11, 0.10, 0.76], [0.36, -0.68, -0.31], [-1.88, -1.21, 0.17], [-0.31, 1.52, 0.70], [-2.75, -0.38, -0.72], [2.60, 0.60, -0.03], [3.65, -0.21, -0.33], [2.72, 1.81, 0.05], [0.30, -0.32, 1.75], [3.54, -1.21, -0.34], [4.59, 0.17, -0.45], [0.77, -1.68, -0.19], [0.22, -0.32, -1.32], [-1.66, -2.22, -0.16], [-2.09, -1.16, 1.24], [0.58, 2.13, 0.88], [-1.06, 1.75, 1.47], [-0.70, 1.78, -0.28], [-2.37, -0.35, -1.74], [-3.77, -0.78, -0.78], [-2.84, 0.65, -0.36]],
  "mulliken_charge": [0.434, -0.951, -0.839, -1.158, -0.789, 0.322, -0.374, -0.552, 0.259, 0.205, 0.234, 0.409, 0.263, 0.384, 0.382, 0.353, 0.338, 0.283, 0.255, 0.321, 0.220]
}

=====

Record 2
{
  "formula": "C8H7BrN2O",
  "method": "ωB97M-V/def2-TZVPD",
  "relative_energy_ev": 0.000,
  "homo_lumo_gap_ev": 9.7,
  "e_homo_ev": -9.106,
  "max_force_ev_per_a": 5.7,
  "symbols": ["Br", "C", "C", "C", "C", "C", "N", "H", "H", "H", "H", "C", "C", "O", "C", "N", "H", "H", "H"],
  "positions_angstrom": [[-2.73, 0.73, 0.33], [-1.42, -0.75, 0.30], [-1.21, -1.56, -0.77], [-0.21, -2.54, -0.69], [0.48, -2.66, 0.49], [0.15, -1.78, 1.55], [-0.79, -0.83, 1.42], [-1.74, -1.30, -1.73], [0.17, -3.18, -1.52], [1.16, -3.55, 0.52], [0.65, -1.73, 2.54], [0.05, 2.87, -0.94], [0.46, 1.56, -0.93], [1.32, 1.42, 0.15], [1.29, 2.65, 0.75], [0.57, 3.50, 0.11], [-0.60, 3.32, -1.59], [0.43, 0.78, -1.54], [1.97, 3.04, 1.57]],
  "mulliken_charge": [-0.163, 0.336, -0.314, -0.107, -0.283, -0.321, -0.482, 0.328, 0.312, 0.316, 0.374, -0.555, -0.241, -0.253, 0.054, -0.499, 0.470, 0.715, 0.312]
}

=====

Record 3
{
  "formula": "C3H5ClS",
  "method": "ωB97M-V/def2-TZVPD",
  "relative_energy_ev": 3.907,
  "homo_lumo_gap_ev": [8.3, 8.1],
  "e_homo_ev": [-8.359, -8.371],
  "max_force_ev_per_a": 4.3,
  "symbols": ["C", "C", "C", "S", "Cl", "H", "H", "H", "H", "H"],
  "positions_angstrom": [[-0.70, 1.37, -0.94], [-0.51, 0.45, 0.16], [1.92, 0.49, 1.03], [-1.62, 1.93, 0.53], [2.71, 0.49, -0.49], [0.13, 1.94, -1.38], [-1.12, 0.95, -1.87], [-0.99, -0.46, 0.27], [1.84, -0.44, 1.52], [2.12, 1.27, 1.66]],
  "mulliken_charge": [-0.455, -0.318, -0.523, -0.138, -0.114, 0.255, 0.268, 0.350, 0.329, 0.346]
}

=====

Record 4
{
  "formula": "C5H9N5",
  "method": "ωB97M-V/def2-TZVPD",
  "relative_energy_ev": 5.133,
  "homo_lumo_gap_ev": [7.4, 7.5],
  "e_homo_ev": [-6.775, -6.783],
  "max_force_ev_per_a": 5.0,
  "symbols": ["C", "C", "C", "C", "C", "N", "N", "N", "N", "N", "H", "H", "H", "H", "H", "H", "H", "H", "H"],
  "positions_angstrom": [[2.12, 0.36, -0.51], [-2.49, -1.32, -0.94], [-2.94, -0.71, 0.31], [-1.54, -0.56, 0.03], [-0.40, 1.60, 0.49], [3.45, -0.78, 0.84], [2.22, -0.74, 0.23], [3.26, 1.01, -0.23], [4.09, 0.24, 0.61], [-0.70, 0.47, -0.22], [-2.26, -2.38, -1.12], [-2.85, -0.77, -1.82], [-3.69, 0.20, 0.13], [-3.29, -1.32, 1.24], [3.61, 1.90, -0.51], [-1.05, 2.10, 1.15], [0.67, 1.81, 0.43], [0.23, 0.33, -0.75], [1.59, -1.44, 0.62]],
  "mulliken_charge": [-0.630, -0.660, -0.436, 0.105, -0.404, -0.283, 0.289, 0.149, -0.295, -0.126, 0.232, 0.209, 0.185, 0.192, 0.202, 0.375, 0.099, 0.493, 0.305]
}

=====

Copy entry 1 word for word.
{
  "formula": "C6H13NO",
  "method": "ωB97M-V/def2-TZVPD",
  "relative_energy_ev": 5.650,
  "homo_lumo_gap_ev": [8.1, 6.5],
  "e_homo_ev": [-7.130, -6.194],
  "max_force_ev_per_a": 1.6,
  "symbols": ["C", "C", "C", "C", "C", "C", "N", "O", "H", "H", "H", "H", "H", "H", "H", "H", "H", "H", "H", "H", "H"],
  "positions_angstrom": [[0.11, 0.10, 0.76], [0.36, -0.68, -0.31], [-1.88, -1.21, 0.17], [-0.31, 1.52, 0.70], [-2.75, -0.38, -0.72], [2.60, 0.60, -0.03], [3.65, -0.21, -0.33], [2.72, 1.81, 0.05], [0.30, -0.32, 1.75], [3.54, -1.21, -0.34], [4.59, 0.17, -0.45], [0.77, -1.68, -0.19], [0.22, -0.32, -1.32], [-1.66, -2.22, -0.16], [-2.09, -1.16, 1.24], [0.58, 2.13, 0.88], [-1.06, 1.75, 1.47], [-0.70, 1.78, -0.28], [-2.37, -0.35, -1.74], [-3.77, -0.78, -0.78], [-2.84, 0.65, -0.36]],
  "mulliken_charge": [0.434, -0.951, -0.839, -1.158, -0.789, 0.322, -0.374, -0.552, 0.259, 0.205, 0.234, 0.409, 0.263, 0.384, 0.382, 0.353, 0.338, 0.283, 0.255, 0.321, 0.220]
}

=====

> Which formula does entry 3 have?

C3H5ClS